16
Properties=species:S:1:pos:R:3 method="wB97M-V/def2-TZVPD" homo_energy_ev=-8.745 homo_lumo_gap_ev=9.59 fmax_ha_per_bohr=0.160 charge=0 e_above_lowest_kcal_mol=196.87 energy_ha=-379.77445
H -2.485 -0.765 -1.530
N -2.172 -0.047 -0.748
C -1.079 -0.011 -0.180
C 0.093 -0.947 -0.012
C 1.441 -1.495 -0.740
C 1.394 0.019 -0.311
C 0.787 0.871 0.859
N -0.747 0.832 0.816
O -1.658 1.964 0.886
H 0.291 -1.475 0.924
H 1.555 -1.547 -1.723
H 1.935 -1.958 -0.022
H 0.915 0.768 -1.069
H 1.026 1.877 0.790
H 0.975 0.146 1.883
H -2.270 1.767 0.177